[1]
8
Properties=species:S:1:pos:R:3:forces:R:3:lowdin_charge:R:1 method="wB97M-V/def2-TZVPD" homo_ha=-0.0007 orbital_gap_ev=6.063 mol_weight_g_mol=192.26 spin_multiplicity=1 smiles="O=S([O-])#S#S#S(=O)[O-]" max_force_ev_per_a=2.00 total_charge=-2 lumo_ha=0.2222
O 1.348 -2.981 -0.488 -0.2 -0.1 0.0 -0.64
O -2.412 0.832 1.511 -1.4 -0.5 0.1 -0.61
O 2.753 -1.075 -1.105 -0.5 -0.2 0.5 -0.63
O -1.118 2.883 1.707 0.0 -0.8 -1.2 -0.62
S -0.254 -0.728 -1.631 -0.3 -0.2 0.6 -0.11
S -0.772 1.170 -0.988 0.3 0.9 -0.8 -0.14
S 1.561 -1.530 -0.334 0.8 0.5 -0.7 0.40
S -1.106 1.429 1.327 1.3 0.5 1.5 0.36

=====

[2]
16
Properties=species:S:1:pos:R:3:forces:R:3:lowdin_charge:R:1 method="wB97M-V/def2-TZVPD" homo_ha=-0.3734 orbital_gap_ev=10.429 mol_weight_g_mol=94.11 spin_multiplicity=1 smiles=OCCCO.O max_force_ev_per_a=4.32 lumo_ha=0.0098
C -0.793 -0.642 -1.169 -0.8 -1.4 0.9 -0.25
O -0.075 -0.967 -2.359 -0.4 -0.2 0.0 -0.08
C 0.071 -1.086 0.058 0.1 4.3 0.0 -0.16
C -0.462 -0.702 1.454 -2.4 0.1 0.2 -0.29
O 0.378 -1.002 2.559 0.4 -0.5 -0.5 -0.08
H -0.965 0.429 -1.168 -0.3 0.2 0.3 0.10
H -1.820 -1.203 -1.155 1.9 1.0 -0.2 0.15
H 0.382 -0.172 -2.644 0.0 -0.1 -0.1 0.07
H 0.183 -2.095 0.037 0.5 -3.0 -0.2 0.07
H 1.068 -0.587 -0.122 -0.7 -0.6 0.3 0.13
H -0.780 0.346 1.632 0.3 -0.2 -1.0 0.12
H -1.465 -1.253 1.578 1.6 0.4 0.2 0.14
H 1.202 -0.519 2.410 -0.2 -0.1 0.1 0.08
H 1.608 3.511 -0.037 1.0 0.5 0.4 0.01
H 0.749 2.739 -0.977 -0.3 0.6 1.2 0.05
O 0.718 3.202 -0.099 -0.6 -1.1 -1.6 -0.07

=====

[3]
17
Properties=species:S:1:pos:R:3:forces:R:3:lowdin_charge:R:1 method="wB97M-V/def2-TZVPD" homo_ha=-0.3405 orbital_gap_ev=9.806 mol_weight_g_mol=93.13 spin_multiplicity=1 smiles="C=CCN.O.O" max_force_ev_per_a=1.26 lumo_ha=0.0199
N -1.018 -0.463 -0.405 -0.4 0.2 0.2 -0.01
C -0.328 -1.330 0.547 1.0 0.6 -0.3 -0.28
C 1.830 -1.310 1.819 -0.7 -0.7 -0.1 0.00
C 0.876 -0.659 1.177 0.1 0.4 0.4 -0.18
H -2.006 -0.419 -0.202 -0.1 0.1 -0.2 0.06
H -0.655 0.485 -0.407 -0.1 -0.2 0.2 0.04
H -0.944 -1.708 1.364 -0.3 -0.1 -0.3 0.11
H 0.078 -2.141 -0.052 -0.1 -0.5 0.3 0.11
H 2.711 -0.876 2.231 0.3 0.4 0.3 0.05
H 1.682 -2.370 1.977 0.4 -0.3 -0.1 0.06
H 0.942 0.431 1.183 -0.1 -0.1 -0.4 0.08
H -3.752 1.303 -2.757 -0.1 -0.2 -0.2 0.03
H -2.266 1.201 -2.595 0.1 -0.3 -0.2 0.02
O -3.015 0.717 -2.966 0.0 0.5 0.3 -0.07
H 1.448 1.821 -0.273 0.3 -0.4 -0.5 0.00
H 2.187 3.039 -0.021 0.6 0.2 -0.4 0.04
O 2.230 2.278 -0.621 -0.9 0.3 0.9 -0.06

=====

[4]
24
Properties=species:S:1:pos:R:3:forces:R:3:lowdin_charge:R:1 method="wB97M-V/def2-TZVPD" homo_ha="-0.3453 / -0.3453" orbital_gap_ev="8.202 / 8.201" mol_weight_g_mol=227.16 spin_multiplicity=1 max_force_ev_per_a=4.01 lumo_ha="-0.0439 / -0.0439"
C 0.738 -0.214 -0.353 -0.6 2.2 -2.0 -0.13
C 0.347 -1.614 -0.168 0.7 -2.2 1.9 -0.41
C -1.378 -0.442 -0.887 -2.9 1.5 1.3 -0.14
C 2.520 0.375 1.379 0.5 -0.1 -0.3 -0.05
C 3.192 -0.386 -1.002 -0.6 -1.7 2.9 -0.06
C 2.138 0.386 -0.187 0.3 -0.6 1.4 -0.30
C -4.153 0.917 0.042 -0.7 0.7 -0.3 -0.28
C -2.807 0.396 0.541 3.5 1.0 -1.7 -0.31
N -0.297 0.429 -0.872 1.7 -0.3 0.8 0.17
O 0.924 -2.604 0.222 0.1 1.3 -0.6 0.15
O -0.978 -1.673 -0.392 -1.7 0.2 -1.0 0.09
F -4.022 2.254 -0.137 -0.2 -0.1 -0.3 0.07
F -4.408 0.354 -1.192 -0.1 0.2 0.9 0.05
F -2.933 -0.549 1.393 -0.6 -2.1 1.6 0.16
F -2.100 1.400 1.158 -0.7 -0.6 -0.5 0.07
H -2.168 -0.382 -1.688 1.5 -0.6 0.6 0.15
H 2.926 -0.634 1.665 -0.4 0.9 -0.3 0.08
H 1.603 0.536 1.981 0.6 0.1 -0.2 0.07
H 3.314 1.157 1.669 -1.3 -1.1 -0.7 0.10
H 4.163 0.007 -0.869 1.0 1.0 -0.1 0.07
H 2.943 -0.528 -2.002 -0.4 0.0 -1.8 0.06
H 3.306 -1.389 -0.521 -0.3 0.4 -0.6 0.09
H 2.169 1.409 -0.531 -0.6 0.3 0.0 0.12
H -5.039 0.794 0.754 1.2 -0.4 -1.0 0.19

=====

[5]
45
Properties=species:S:1:pos:R:3:forces:R:3:mulliken_spin:R:1 method="wB97M-V/def2-TZVPD" homo_ha="-0.1453 / -0.3600" orbital_gap_ev="4.253 / 5.089" s2=6.005 mol_weight_g_mol=255.83 spin_multiplicity=5 max_force_ev_per_a=5.78 lumo_ha="0.0110 / -0.1730"
Ti 0.280 -1.139 1.242 -1.0 1.5 0.2 2.81
B -0.929 -2.324 2.887 0.4 0.1 1.0 -0.01
H -1.624 -2.859 3.516 -2.3 -2.2 2.3 0.02
H -1.330 -1.340 2.701 -1.1 4.2 -1.1 0.07
H 0.076 -2.334 3.279 3.9 0.4 2.0 0.05
H -0.884 -2.868 1.957 0.0 -2.6 -4.5 0.07
B 2.363 -2.928 1.253 2.3 -0.1 -2.2 0.40
H 1.320 -3.009 1.518 -4.8 -0.1 3.3 0.18
H 2.937 -3.325 2.076 1.1 -2.8 3.8 0.18
H 2.564 -3.530 0.381 1.9 -2.0 -3.1 0.04
H 2.592 -1.897 1.030 -0.3 4.2 -1.5 0.09
C 1.096 -2.312 -2.401 -1.1 0.0 0.0 0.01
C 0.485 -0.911 -2.147 0.6 -1.4 0.6 -0.02
C -1.002 -0.803 -1.834 -0.4 -1.6 -0.9 0.02
O -1.413 -1.407 -0.612 0.8 0.9 0.8 -0.06
C -2.647 -0.956 -0.054 -1.0 -0.8 -0.3 0.06
N 1.159 -0.377 -0.989 0.7 0.8 0.6 -0.01
H 0.574 -2.872 -3.177 -0.1 0.2 -0.2 0.00
H 0.993 -2.915 -1.499 0.1 0.1 0.2 0.01
H 2.150 -2.274 -2.678 0.0 0.3 0.1 0.00
H 0.601 -0.292 -3.037 0.2 0.1 -0.2 0.01
H -1.440 -1.444 -2.599 -0.7 0.5 -0.5 0.00
H -1.267 0.248 -1.949 -0.4 0.0 0.3 0.00
H -2.884 -1.498 0.861 0.8 0.1 0.2 0.01
H -3.480 -1.276 -0.681 -0.1 0.2 -0.7 0.00
H -2.748 0.109 0.153 0.5 0.1 -0.2 -0.02
H 1.152 0.626 -1.114 -0.1 0.2 0.3 -0.01
H 2.136 -0.614 -0.899 0.2 -0.5 -0.4 0.01
C -0.604 3.168 2.387 -0.7 -0.3 -1.3 -0.03
C -0.355 2.340 1.099 0.4 -0.1 1.9 0.00
C -0.239 3.165 -0.162 -0.1 0.3 -0.7 0.00
O 0.398 2.376 -1.152 -0.2 -0.1 -1.9 -0.01
C 0.218 2.769 -2.550 -0.4 0.0 1.2 0.00
N 0.806 1.463 1.311 0.5 0.3 -0.5 0.01
H 0.212 3.831 2.674 0.1 -0.2 0.0 0.00
H -0.900 2.464 3.165 0.3 0.2 0.2 0.00
H -1.478 3.775 2.152 -0.1 0.3 0.3 0.00
H -1.195 1.646 1.089 -0.3 0.1 -0.7 0.15
H 0.355 4.079 -0.136 0.0 0.3 0.8 0.00
H -1.251 3.447 -0.453 -0.2 0.0 -0.3 0.00
H 0.817 3.619 -2.875 0.3 0.1 0.4 0.00
H -0.823 3.055 -2.700 -0.1 -0.2 -0.1 0.00
H 0.476 1.917 -3.179 -0.1 0.0 0.2 0.00
H 1.516 2.030 1.752 0.2 -0.1 0.7 0.01
H 1.217 1.376 0.392 0.1 -0.4 0.0 -0.04

=====

[6]
25
Properties=species:S:1:pos:R:3:forces:R:3:lowdin_charge:R:1 method="wB97M-V/def2-TZVPD" homo_ha=-0.2884 orbital_gap_ev=8.494 mol_weight_g_mol=177.34 spin_multiplicity=1 smiles=CN(C)CC[C@@H]1CCSS1 max_force_ev_per_a=5.86 lumo_ha=0.0238
C 1.953 -1.858 0.252 -1.8 -0.9 0.9 -0.17
C 3.014 0.341 0.051 1.4 0.3 -0.5 -0.13
C 0.863 -0.031 -0.911 1.7 -2.6 -3.1 -0.26
C -0.041 0.510 0.143 -2.6 -3.0 -1.1 -0.24
C -1.289 0.854 -0.649 -2.2 0.9 -3.3 -0.57
C -2.627 1.274 0.131 0.8 1.5 -0.2 -0.27
C -2.789 -0.063 1.124 -0.5 2.5 1.8 -0.58
H 1.830 -1.486 1.395 0.7 -1.0 -2.3 0.11
H 2.848 -2.457 -0.044 -1.1 -0.9 1.6 0.08
H 0.821 -2.364 0.026 3.5 1.1 0.3 0.14
H 4.145 0.289 0.116 -1.1 -1.1 -0.2 0.08
H 2.980 1.296 -0.575 -0.7 -1.2 1.0 0.09
H 2.713 0.463 1.135 -0.2 0.1 -1.2 0.08
H 0.292 -0.693 -1.688 0.9 0.6 2.0 0.09
H 1.058 0.788 -1.588 0.7 0.6 0.0 0.09
H -0.575 -0.238 0.776 1.9 0.1 0.1 0.07
H 0.343 1.297 0.695 0.6 1.6 1.1 0.10
H -1.054 1.351 -1.740 -0.6 -0.2 2.9 0.14
H -3.415 1.301 -0.755 1.2 -0.1 2.5 0.09
H -2.617 2.469 0.633 0.1 -3.9 -0.9 0.17
H -3.727 0.111 1.770 1.4 -0.5 -1.0 0.08
H -1.856 -0.246 1.864 -2.4 0.9 -1.6 0.10
N 2.247 -0.790 -0.671 -2.8 5.0 1.2 -0.23
S -2.947 -1.522 0.075 -0.2 -0.2 0.7 0.46
S -2.171 -0.599 -1.564 1.3 0.3 -0.5 0.48